Below is a molecular structure, C22H29F7MoN6S3SbSi, with properties calculated with ωB97M-V with the def2-TZVPD basis set.

XYZ file:
```
70
Properties=species:S:1:pos:R:3:mulliken_spin:R:1
Sb 1.13 3.45 -2.03 0.00
Mo -1.16 0.48 0.41 1.89
S 3.10 1.02 2.12 0.12
S -5.62 2.24 0.19 0.00
S -3.21 0.68 -0.76 -0.06
Si 0.33 -1.63 -1.72 0.01
F 2.83 3.25 -0.79 0.00
F 0.05 1.02 -0.98 0.05
F -0.21 3.23 -3.48 0.00
F 2.16 4.71 -3.05 0.00
F -2.42 -2.38 1.63 0.00
F -1.06 2.35 0.90 0.04
F 2.01 1.94 -2.87 0.00
N -2.66 0.67 1.98 -0.07
N -1.01 -1.35 -0.59 0.01
N -3.82 1.34 1.78 -0.02
N 4.86 2.71 0.82 0.01
N -0.47 -0.64 2.16 0.00
N 4.56 0.84 -0.21 0.01
C -1.10 -0.37 3.32 0.06
C 1.03 -2.07 3.32 0.02
C -2.31 0.40 3.19 0.08
C 4.52 3.87 1.62 0.01
C 0.17 -0.90 -3.43 0.01
C -4.13 1.41 0.52 0.01
C 5.60 2.75 -0.33 0.00
C -4.33 -3.98 -0.97 0.01
C 0.54 -1.51 2.16 0.07
C 0.43 -1.73 4.53 0.02
C -3.90 -3.57 0.28 -0.01
C 4.21 1.54 0.87 0.02
C -0.66 -0.88 4.53 0.01
C -2.81 -2.73 0.38 -0.02
C 1.65 1.81 1.63 0.70
C 1.98 -0.95 -1.08 -0.01
C 5.42 1.58 -0.98 0.00
C -5.65 2.30 -1.62 0.00
C -2.10 -2.23 -0.72 -0.02
C 0.51 -3.51 -1.83 0.00
C -3.66 -3.52 -2.09 -0.01
C -2.58 -2.66 -1.96 0.03
H 0.80 -2.15 5.46 0.00
H -2.93 0.70 4.03 0.00
H 1.66 2.21 0.63 0.12
H 1.99 -0.67 -0.02 0.01
H 5.34 4.58 1.57 0.00
H 0.94 -1.76 1.19 -0.06
H 6.15 3.63 -0.62 0.00
H 0.28 -3.88 -2.83 0.00
H 0.97 -1.30 -4.06 0.00
H 5.78 1.23 -1.93 0.00
H -4.38 -3.90 1.19 0.00
H 1.86 -2.76 3.27 0.00
H -6.52 2.90 -1.86 0.00
H 2.18 -0.05 -1.67 0.00
H 4.10 -0.01 -0.49 0.00
H -4.76 2.78 -2.00 0.00
H -0.77 -1.11 -3.94 0.00
H -1.19 -0.64 5.44 0.00
H 0.90 2.06 2.36 -0.03
H 0.30 0.19 -3.39 0.00
H -5.76 1.31 -2.04 0.00
H -2.09 -2.30 -2.86 0.00
H -0.15 -4.03 -1.13 0.00
H 1.54 -3.81 -1.61 0.00
H -5.18 -4.64 -1.06 0.00
H 3.62 4.32 1.21 0.00
H 4.35 3.57 2.65 0.00
H -3.98 -3.81 -3.08 0.00
H 2.75 -1.71 -1.26 0.00
```

Properties
<S²>	3.779
lowest unoccupied orbital energy (alpha / beta)	-1.242 / -1.738	eV
HOMO energy (alpha / beta)	-0.275 / -0.291	Ha
energy relative to the best compared isomer or geometry (same formula, charge and spin)	37.3	kcal/mol
spin multiplicity	4
HOMO-LUMO gap (alpha / beta)	6.23 / 6.17	eV
electronic energy	-100028.7638	eV